# C29H31FIrN4Se

A molecular structure, C29H31FIrN4Se at a distorted geometry (ωB97M-V/def2-TZVPD, OMol25).

Summary:
E_HOMO (spin up / spin down): -0.21185 / -0.21323 Ha
energy above the lowest of the compared OMol25 structures with the same formula, charge and spin: 326.10 kJ/mol
orbital gap (spin up / spin down): 4.4417 / 4.4110 eV
expectation value of S²: 0.760
E_LUMO (spin up / spin down): -1.32 / -1.39 eV

Geometry as ORCA input:
```
! wB97M-V def2-TZVPD RIJCOSX def2/J DEFGRID3
* xyz 0 2
Ir -0.62519 0.41772 -0.67732
C -0.40936 2.13570 3.17812
C 0.56389 1.55510 2.19214
C 1.49528 0.60798 2.56336
C 2.50178 0.19751 1.68135
C 2.58480 0.73250 0.41790
C 1.62550 1.66694 0.00240
C 0.61609 2.06595 0.87674
H -1.33222 2.44822 2.68993
H 0.03041 3.01701 3.65127
H -0.64611 1.42455 3.96888
H 1.46858 0.20185 3.56755
H 3.23405 -0.52907 2.00991
H 3.38882 0.45073 -0.24852
H 1.72943 2.15816 -0.95883
H -0.02036 2.90505 0.62060
Se 2.12865 -2.06553 -2.12184
N 2.13503 -1.68694 -3.87592
C 1.27430 -0.69597 -4.13311
C 0.87271 -0.14384 -5.36323
C -0.03068 0.89999 -5.34220
C -0.55360 1.38162 -4.12871
N -0.20345 0.87972 -2.95667
C 0.68659 -0.13985 -2.97152
N 0.97260 -0.70062 -1.81238
H 1.25632 -0.54360 -6.29234
H -0.36305 1.35551 -6.26421
H -1.28208 2.18305 -4.11827
C -4.60704 -1.43854 1.17462
N -3.96698 -0.78813 2.29620
C -3.76953 -1.69190 3.40927
C -2.75212 -0.08703 1.92434
C -3.01535 1.15170 1.08713
C -4.07067 1.98362 1.46355
C -4.39654 3.11175 0.73109
C -3.64896 3.43128 -0.39418
C -2.58846 2.61842 -0.76311
C -2.24268 1.47054 -0.03886
H -5.58082 -1.82550 1.47642
H -4.00981 -2.28102 0.78180
H -4.76231 -0.71802 0.37063
H -4.72895 -2.11105 3.71465
H -3.34741 -1.14932 4.25575
H -3.09356 -2.52944 3.16666
H -2.05381 -0.74660 1.37843
H -2.24998 0.19742 2.85212
H -4.65331 1.71152 2.33555
H -5.23355 3.73097 1.02745
H -3.89734 4.30270 -0.98771
H -2.01378 2.87857 -1.64789
F 2.89931 -8.22098 -0.13055
C 2.46622 -6.93520 -0.11390
C 1.19636 -6.64519 -0.57983
C 0.74307 -5.34177 -0.52791
C 1.53764 -4.29509 -0.01454
C 1.06390 -2.94992 0.05847
C 2.83246 -4.64258 0.41880
C 3.29582 -5.94794 0.37307
H 0.57936 -7.44111 -0.97579
H -0.25508 -5.11193 -0.88339
H 0.04684 -2.70048 -0.20388
H 1.66483 -2.18434 0.53311
H 3.47727 -3.86530 0.81373
H 4.28947 -6.20608 0.71496
C -1.81066 -0.87894 -1.17436
H -1.47447 -1.68713 -1.83415
H -2.89718 -0.80652 -1.10875
*
```

Atom-resolved charges from Mulliken, all expressed in e: 0.77 -1.51 1.18 -0.61 -0.51 -0.39 -0.38 -1.29 0.25 0.42 0.34 0.41 0.44 0.46 0.50 0.71 0.43 -0.95 0.34 -0.56 -0.77 -0.36 -0.08 0.63 -0.44 0.48 0.37 0.41 -0.95 0.01 -0.97 -0.05 0.06 -0.46 -0.74 -0.74 0.00 0.27 0.40 0.27 0.24 0.33 0.30 0.32 0.10 0.10 0.45 0.40 0.42 0.33 -0.34 0.34 -0.56 -0.44 1.06 -1.43 -0.31 -0.60 0.42 0.34 0.08 0.19 0.32 0.42 -0.75 0.48 0.35

---

# C20H23N9OSeW

A molecular structure, C20H23N9OSeW (ωB97M-V/def2-TZVPD, OMol25).

Summary:
E_HOMO (spin up / spin down): -0.51322 / -0.52097 Ha
orbital gap (spin up / spin down): 6.3570 / 6.3275 eV
expectation value of S²: 2.014
E_LUMO (spin up / spin down): -7.61 / -7.85 eV

Geometry as ORCA input:
```
! wB97M-V def2-TZVPD RIJCOSX def2/J DEFGRID3
* xyz 2 3
W -0.07298 -0.32400 -0.03060
N -0.01120 0.15369 2.17161
C -0.05396 -0.79955 3.33045
C -0.88920 -2.02501 3.02325
C -2.28698 -1.72100 2.45948
C -2.55966 -2.40592 1.13478
N -1.75999 -1.85561 -0.02655
H 0.79730 0.75441 2.32368
H -0.81201 0.78078 2.25237
H -0.45222 -0.26620 4.19466
H 0.97017 -1.08553 3.56756
H -0.96086 -2.62159 3.93282
H -0.33438 -2.66383 2.32666
H -2.44821 -0.64714 2.34167
H -3.05121 -2.05699 3.16040
H -3.61478 -2.32828 0.87684
H -2.33450 -3.47096 1.21237
H -2.42604 -1.39184 -0.64329
H -1.46452 -2.65368 -0.60376
C 4.33708 -3.61584 0.56408
C 2.96536 -3.69443 0.38032
C 2.26734 -2.52510 0.14641
C 2.90332 -1.30352 0.09829
C 4.28288 -1.22038 0.26574
C 4.98893 -2.38690 0.49695
N 2.05589 -0.16872 -0.09490
N 2.69938 0.90000 -0.24444
C 1.88960 2.00954 -0.37250
C 2.47952 3.23500 -0.62673
C 1.66177 4.34431 -0.74712
C 0.29544 4.17156 -0.58457
C -0.21211 2.91341 -0.32281
N 0.56057 1.81687 -0.21940
H 4.90415 -4.51644 0.75440
H 2.45416 -4.64854 0.40492
H 0.34968 -2.91156 0.68794
H 4.78395 -0.26584 0.22250
H 6.06043 -2.34114 0.63204
H 3.55343 3.28701 -0.72873
H 2.07962 5.31954 -0.95485
H -0.38975 5.00366 -0.65598
H -1.26978 2.78586 -0.17206
Se 1.12983 -3.77051 -2.68146
C 0.40408 -3.19675 -1.26561
N 0.83582 -2.50432 -0.11196
N -3.74977 1.58612 -0.66547
C -2.58681 0.96800 -0.83914
O -1.85324 0.74128 0.22542
C -2.13024 0.54306 -2.09967
C -0.85381 -0.04619 -2.07985
N 0.23260 -0.51466 -2.26348
C -2.89388 0.76808 -3.27577
N -3.57769 0.94248 -4.18355
H -4.05859 1.82488 0.26240
H -4.36106 1.76601 -1.44862
*
```

Atom-resolved charges from Mulliken, all expressed in e: 1.72 -0.68 -1.01 -0.12 -0.70 -0.85 -0.28 0.37 0.38 0.42 0.46 0.52 -0.21 0.23 0.54 0.53 0.39 0.36 0.44 -0.75 -0.44 0.07 0.59 -0.80 -0.75 1.21 -1.13 0.19 -0.48 -0.40 -0.94 -0.24 0.21 0.46 0.53 0.28 0.51 0.44 0.57 0.46 0.48 0.69 0.21 -0.37 -0.21 -0.34 0.93 -0.71 0.08 0.45 -0.71 -0.70 -0.40 0.27 0.25

---

# C28H54BrClN3O16

5 unconnected molecules or ions with the total composition C28H54BrClN3O16 (ωB97M-V/def2-TZVPD, OMol25).

Summary:
E_HOMO: -0.44203 Ha
orbital gap: 8.5585 eV
E_LUMO: -3.47 eV

Geometry as ORCA input:
```
! wB97M-V def2-TZVPD RIJCOSX def2/J DEFGRID3
* xyz 1 1
C 6.32615 0.20914 -2.27579
C 5.28758 1.30743 -2.43808
O 4.46028 1.01729 -3.56342
C 3.55489 2.05242 -3.88520
C 2.12434 1.65050 -3.55321
N 1.77733 0.45340 -4.34259
C 0.59752 -0.16934 -4.01276
N 0.48617 -1.44351 -4.25598
C 1.51196 -2.32890 -4.81431
C 1.87365 -3.42405 -3.80456
C 3.30488 -3.91966 -3.95847
Cl 4.44270 -2.56724 -3.81770
N -0.46102 0.54933 -3.43525
C -1.70680 0.52649 -4.24227
C -2.71173 -0.60869 -3.96943
C -3.82121 -0.23958 -2.96693
C -4.87143 0.63045 -3.61312
O -4.59825 1.53879 -4.36868
O -6.10892 0.27550 -3.27224
C -7.11450 1.32624 -3.34184
C -8.20397 0.97557 -2.35167
C -0.61542 0.35690 -1.99823
C -1.24220 1.57457 -1.35873
O -1.63059 2.54216 -1.92178
Br -1.34438 1.39482 0.56571
H 7.27456 0.61927 -1.92884
H 6.01805 -0.53823 -1.54349
H 6.50671 -0.30321 -3.22040
H 4.66474 1.35280 -1.53602
H 5.78006 2.27603 -2.56429
H 3.63727 2.23814 -4.96232
H 3.80390 2.97446 -3.35578
H 2.08272 1.41655 -2.49061
H 1.45778 2.48037 -3.80049
H 1.82340 0.65025 -5.33891
H -0.40421 -1.87200 -4.03732
H 2.37947 -1.74877 -5.10866
H 1.08349 -2.77281 -5.71641
H 1.16563 -4.25440 -3.85568
H 1.77411 -2.99646 -2.80183
H 3.52664 -4.62243 -3.15766
H 3.45776 -4.43784 -4.90420
H -1.39676 0.49480 -5.28929
H -2.22274 1.47641 -4.11946
H -2.24503 -1.53040 -3.60834
H -3.19555 -0.84840 -4.91745
H -3.43416 0.25317 -2.07392
H -4.30048 -1.15565 -2.61679
H -7.52980 1.32463 -4.34970
H -6.66185 2.29039 -3.12281
H -9.09641 1.56458 -2.55885
H -7.89532 1.15585 -1.32335
H -8.46715 -0.07653 -2.46992
H 0.37078 0.26876 -1.53271
H -1.16726 -0.54461 -1.71073
C -1.40323 -2.07935 6.79745
O -0.89153 -0.79567 6.41773
C -1.57463 -0.19398 5.45281
O -2.54403 -0.62789 4.88775
O -0.99797 0.98510 5.20419
C -1.65524 1.74876 4.19596
H -0.75271 -2.44566 7.58581
H -2.41988 -1.99028 7.17352
H -1.37851 -2.76628 5.95410
H -2.67550 1.98682 4.49049
H -1.67055 1.20170 3.25349
H -1.08351 2.66562 4.08563
C 7.81605 -3.07057 -0.32792
O 8.18193 -1.83981 0.29763
C 9.48576 -1.73659 0.57146
O 10.31682 -2.57051 0.33505
O 9.69689 -0.55582 1.14467
C 11.06363 -0.31041 1.49823
H 6.74293 -3.01578 -0.49126
H 8.32575 -3.18446 -1.28298
H 8.04458 -3.91777 0.31550
H 11.69601 -0.32540 0.61322
H 11.41197 -1.05171 2.21391
H 11.08146 0.67643 1.94962
C -6.74404 5.91292 -3.71449
O -7.14528 6.87318 -2.73781
C -8.12603 6.44870 -1.94069
O -8.64308 5.36200 -1.98514
O -8.42667 7.42387 -1.09124
C -9.47532 7.10547 -0.17006
H -5.94256 6.36870 -4.28755
H -6.38045 5.00912 -3.22827
H -7.57194 5.66847 -4.37731
H -9.19560 6.25588 0.44940
H -10.39869 6.88743 -0.70223
H -9.60504 7.98748 0.44878
C 0.58393 -2.24436 11.69185
O 1.41018 -3.40599 11.80445
C 1.06571 -4.40738 10.99967
O 0.14941 -4.40193 10.21871
O 1.90637 -5.41707 11.20698
C 1.64884 -6.57457 10.40793
H 0.98282 -1.52575 12.40076
H 0.63255 -1.83522 10.68446
H -0.44724 -2.48122 11.94580
H 1.73536 -6.33663 9.34955
H 0.65801 -6.97231 10.61734
H 2.40495 -7.30205 10.68590
*
```

Atom charges from the Mulliken analysis, given in e for atoms 1 to 99: -1.09 -0.26 -0.23 -1.03 -0.24 -0.19 -0.35 0.03 -1.00 -0.47 -0.78 -0.10 0.51 -1.03 -0.57 -0.54 0.53 -0.58 -0.30 0.09 -1.25 -0.80 0.48 -0.43 -0.13 0.36 0.21 0.29 0.26 0.39 0.37 0.51 0.24 0.36 0.31 0.26 0.59 0.32 0.42 0.32 0.39 0.35 0.33 0.74 0.32 0.39 0.20 0.36 0.26 0.12 0.38 0.31 0.35 0.61 0.53 -0.59 -0.30 0.79 -0.55 -0.34 -0.32 0.18 0.30 0.29 0.31 -0.15 0.28 -0.69 -0.30 0.78 -0.53 -0.31 -0.64 0.19 0.32 0.37 0.30 0.30 0.22 -0.54 -0.32 0.81 -0.54 -0.32 -0.62 0.24 0.18 0.29 0.29 0.30 0.22 -0.59 -0.31 0.82 -0.54 -0.32 -0.63 0.22 0.26

---

- Which formula does entry 3 have?
  C28H54BrClN3O16